Below is a structure of composition C29H54FNO12S5 at a distorted geometry, with properties calculated with ωB97M-V with the def2-TZVPD basis set.

The geometry in ORCA input format:
```
! wB97M-V def2-TZVPD RIJCOSX def2/J DEFGRID3
* xyz 0 1
C 0.4152 -0.4015 -0.4577
C -0.6268 -0.8715 0.6953
O -1.3928 -1.8365 0.6993
N -0.7258 -0.0065 1.9883
H -0.6258 -0.5645 2.7363
H -0.0208 0.7045 2.0663
C -2.0508 0.5995 2.1863
H 0.6922 -1.3505 -0.8367
H 1.3372 0.0795 0.0553
H 0.1112 0.3295 -1.3237
H -2.8738 -0.0235 2.2193
H -2.4218 1.3315 1.4793
H -1.6958 1.3115 2.8183
O 1.1262 1.6555 2.2233
H 1.8952 1.9015 2.4963
F -4.2078 1.0575 -2.1267
C -4.7098 1.0905 -0.8477
C -4.9508 -0.1535 -0.1197
C -5.3378 -0.0945 1.2153
C -5.4718 1.1605 1.8393
C -5.3828 2.3095 1.1183
C -4.9768 2.3015 -0.2127
H -4.6848 -0.8705 -0.8637
H -5.4368 -0.9385 1.7023
H -5.8688 1.2595 2.8173
H -5.5118 3.2855 1.6283
H -4.6568 3.2615 -0.7237
C -1.2838 4.9815 3.4853
C -2.0268 4.2755 4.5613
C -3.0218 5.1035 5.1263
S -2.3078 6.7105 5.1713
O -1.7788 6.8125 6.4793
O -3.2538 7.6565 4.7293
C -1.0948 6.4625 3.8943
H -1.7958 5.0195 2.6413
H -0.5028 4.3965 2.9863
H -1.4628 4.0255 5.3793
H -2.3648 3.4235 4.2123
H -3.3978 4.9635 5.9923
H -3.9048 5.1525 4.5283
H -0.0068 6.6685 4.4083
H -1.3738 7.3095 3.1903
C -1.6778 -5.4725 2.6243
C -3.1178 -5.0645 2.9853
C -3.0058 -3.6155 3.1183
S -1.5488 -3.3445 4.0363
O -1.6608 -3.7275 5.4953
O -1.0078 -2.0605 3.6593
C -0.5968 -4.5385 3.2903
H -1.5958 -5.5645 1.6133
H -1.4098 -6.5105 3.0583
H -3.4718 -5.5415 3.7613
H -3.8428 -5.4385 2.2073
H -3.8818 -3.1815 3.6113
H -2.8878 -3.1735 2.1903
H 0.1762 -4.9645 3.8803
H -0.1028 -3.9155 2.5103
C 2.6442 3.2515 -3.5767
C 1.9892 3.5885 -4.9107
C 0.6972 3.3995 -4.8627
S 0.6442 1.8205 -4.2047
O 0.8602 0.8375 -5.2767
O -0.5828 1.7415 -3.3777
C 2.0172 1.9815 -2.9907
H 2.4172 4.1925 -2.9427
H 3.7462 2.8645 -3.7337
H 2.6582 3.0245 -5.6387
H 2.3812 4.5765 -5.2487
H 0.0712 3.3825 -5.7147
H 0.0652 3.8735 -3.9627
H 2.7382 1.0915 -3.1607
H 1.7532 2.2085 -2.0137
C 3.7252 -2.0625 0.5853
C 4.7262 -3.1475 0.2463
C 5.3242 -2.8475 -0.9367
S 5.4572 -0.9895 -1.0387
O 4.8012 -0.5565 -2.2237
O 6.7732 -0.5535 -0.7147
C 4.4462 -0.7135 0.4353
H 3.1122 -1.9395 1.5233
H 2.9572 -1.9445 -0.0817
H 4.2902 -4.1715 0.3143
H 5.3212 -3.3735 0.9893
H 4.4682 -2.7715 -1.8377
H 6.3412 -3.3905 -1.2047
H 3.8772 0.3425 0.2423
H 5.1392 -0.8115 1.2923
C 3.0382 -2.9425 -5.9187
C 1.5412 -2.9405 -6.0307
C 0.9602 -3.7735 -5.0827
S 1.9282 -3.2705 -3.6507
O 2.4282 -4.4085 -2.9027
O 1.1692 -2.2805 -2.9317
C 3.3462 -2.5845 -4.4767
H 3.1912 -2.1845 -6.5157
H 3.5232 -3.8205 -6.2597
H 1.2952 -3.2085 -6.9987
H 1.3012 -1.7495 -5.8067
H 1.2592 -4.6605 -5.3867
H -0.2348 -3.7595 -4.9387
H 4.2152 -3.1475 -4.0267
H 3.4372 -1.5455 -4.3517
*
```

The value obtained for the energy relative to the best compared isomer or geometry (same formula, charge and spin) is 0.461 eV. For the HOMO energy, the calculation gives -7.89 eV. The value obtained for the gap between HOMO and LUMO is 8.14 eV. The value obtained for the lowest unoccupied orbital energy is 0.26 eV. The value obtained for the total energy is -4185.23718 Eh.